# 1
{
  "formula": "C42H51IN3O12PS4Si",
  "method": "ωB97M-V with the def2-TZVPD basis set",
  "species": ["C", "C", "C", "I", "C", "C", "C", "C", "O", "Si", "C", "C", "C", "C", "C", "C", "C", "C", "O", "C", "C", "C", "C", "C", "C", "C", "O", "N", "O", "C", "O", "C", "C", "P", "O", "C", "C", "C", "C", "S", "C", "N", "N", "C", "O", "C", "S", "C", "C", "O", "H", "H", "H", "H", "H", "H", "H", "H", "H", "H", "H", "H", "H", "H", "H", "H", "H", "H", "H", "H", "H", "H", "H", "H", "H", "H", "H", "H", "H", "H", "H", "H", "H", "H", "H", "C", "C", "C", "S", "O", "O", "C", "H", "H", "H", "H", "H", "H", "H", "H", "C", "C", "C", "S", "O", "O", "C", "H", "H", "H", "H", "H", "H", "H", "H"],
  "positions_angstrom": [[1.37869, 4.56365, -0.76275], [0.50315, 4.88288, 0.44966], [0.23800, 3.59051, 1.27589], [-0.26973, 4.22333, 3.27496], [-0.78492, 2.74000, 0.54916], [-0.36844, 1.56272, -0.09614], [1.04500, 1.05123, 0.04105], [1.22252, 0.23138, 1.33822], [0.18587, -0.72981, 1.44662], [-0.55625, -1.04710, 2.90819], [-2.15034, -1.95556, 2.46084], [-1.05496, 0.48424, 3.84972], [0.43670, -2.22174, 3.98335], [-1.28348, 0.83690, -0.88019], [-2.61037, 1.25876, -0.96664], [-3.07269, 2.38380, -0.31593], [-4.49408, 2.87734, -0.40330], [-5.00885, 2.95002, -1.82200], [-4.31011, 3.39867, -2.68433], [-6.40091, 2.53036, -2.12392], [-6.99791, 3.03134, -3.27888], [-8.29266, 2.66780, -3.62322], [-9.03672, 1.81626, -2.81076], [-8.44513, 1.30992, -1.65544], [-7.13937, 1.65623, -1.32589], [-2.13042, 3.10703, 0.42106], [-2.54327, 4.28820, 1.02396], [-3.40147, 4.02345, 2.14825], [-3.94532, 4.98815, 2.48021], [-3.51003, 0.41444, -1.80073], [-4.62343, 0.11396, -1.46496], [-2.90955, -0.07135, -3.06952], [-3.60573, -0.13941, -4.27556], [-5.33558, 0.37368, -4.52640], [-5.40320, 1.72409, -5.13779], [-2.94617, -0.58664, -5.40648], [-1.60278, -0.96160, -5.39636], [-0.94105, -1.35179, -6.68190], [-0.64554, -0.08065, -7.52130], [-0.02298, 1.30610, -6.53969], [-1.45195, 2.27676, -6.56756], [-2.44318, 2.17798, -7.39411], [-3.36100, 3.10769, -7.01722], [-2.87603, 3.70800, -5.98910], [-1.66076, 3.23361, -5.65049], [-0.90895, -0.91264, -4.17972], [0.81218, -1.39206, -4.13779], [-1.57346, -0.46862, -3.02777], [-0.90792, -0.37780, -1.67847], [-0.17407, -1.23541, -1.29484], [0.88185, 3.83758, -1.40064], [1.63040, 5.44875, -1.33455], [2.29076, 4.07644, -0.42196], [-0.45551, 5.23420, 0.07928], [0.97166, 5.62882, 1.07893], [1.17761, 3.07754, 1.37734], [1.73370, 1.88680, 0.09399], [1.33442, 0.44228, -0.80119], [2.15509, -0.32434, 1.22615], [1.31438, 0.87788, 2.21306], [-2.21780, -2.93118, 2.92815], [-2.99625, -1.34483, 2.77308], [-2.23454, -2.02899, 1.37825], [-0.21081, 1.08163, 4.18143], [-1.60168, 1.12888, 3.15604], [-1.73184, 0.27508, 4.67158], [1.37351, -1.80636, 4.33989], [-0.20992, -2.51875, 4.80197], [0.63585, -3.10212, 3.37784], [-4.54579, 3.89295, -0.03333], [-5.12129, 2.29489, 0.26144], [-6.45669, 3.68691, -3.94295], [-8.75549, 3.03802, -4.52491], [-10.04201, 1.52081, -3.06470], [-8.99000, 0.63821, -1.01212], [-6.71870, 1.20849, -0.44148], [-5.88468, -0.57367, -5.41793], [-6.02360, 0.34163, -3.30810], [-3.45846, -0.63931, -6.35843], [-1.57922, -2.00632, -7.26745], [-0.00293, -1.85745, -6.50515], [0.08306, -0.27967, -8.29503], [-1.57600, 0.26541, -7.95826], [-3.37431, 4.48435, -5.44717], [1.37520, -0.19920, -3.89906], [4.87832, -4.86386, 4.97802], [5.20929, -3.88323, 6.11313], [3.87669, -3.44506, 6.73858], [2.72463, -4.80017, 6.47989], [1.67730, -4.35128, 5.59496], [2.41580, -5.42418, 7.74249], [3.85076, -5.83558, 5.55494], [5.75547, -5.38254, 4.62530], [4.44289, -4.32256, 4.13403], [5.82025, -4.38981, 6.86419], [5.77227, -3.02753, 5.75986], [3.95965, -3.25924, 7.80630], [3.46794, -2.56691, 6.24171], [3.29408, -6.38413, 4.79863], [4.31118, -6.52862, 6.25850], [8.80360, -1.58774, 1.59540], [9.94568, -2.52887, 2.00114], [9.63090, -3.05182, 3.40884], [7.83958, -3.03275, 3.55925], [7.47129, -2.07101, 4.56737], [7.34955, -4.38574, 3.58435], [7.51384, -2.32134, 1.95005], [8.84043, -1.33910, 0.53619], [8.87044, -0.65699, 2.16259], [9.99527, -3.36413, 1.30017], [10.91084, -2.02588, 1.97896], [9.98301, -4.06868, 3.56061], [10.03252, -2.40008, 4.18218], [6.64390, -1.67183, 2.01332], [7.32123, -3.14303, 1.26106]],
  "gap_ev": 7.85,
  "smiles": "CC[C@@H](I)c1c(CCO[Si](C)(C)C)c2c(c(CC(=O)c3ccccc3)c1ON=O)C(=O)c1c([PH2]=O)cc(CCSc3nnco3)c(S)c1C2=O.O=S1(=O)CCCC1.O=S1(=O)CCCC1",
  "homo_ev": -8.77,
  "charge": 0
}

---

# 2
{
  "formula": "C42H51IrN7",
  "method": "ωB97M-V with the def2-TZVPD basis set",
  "species": ["Ir", "C", "C", "C", "C", "C", "C", "N", "N", "C", "C", "C", "C", "C", "N", "H", "H", "H", "H", "H", "H", "H", "H", "H", "C", "C", "C", "C", "C", "C", "C", "C", "C", "C", "C", "C", "N", "C", "C", "N", "C", "C", "C", "C", "C", "C", "C", "C", "C", "C", "C", "C", "H", "H", "H", "H", "H", "H", "H", "H", "H", "H", "H", "H", "H", "H", "H", "H", "H", "H", "H", "H", "H", "H", "H", "H", "H", "H", "H", "H", "H", "H", "H", "H", "H", "H", "H", "H", "N", "C", "C", "C", "C", "C", "N", "H", "H", "H", "H", "H", "H"],
  "positions_angstrom": [[-0.41943, 0.76337, -0.21526], [-3.39734, -3.89298, -1.53943], [-4.37813, -2.95331, -1.23266], [-4.02296, -1.70551, -0.76490], [-2.66996, -1.39370, -0.61662], [-1.68368, -2.31504, -0.94483], [-2.05739, -3.57222, -1.39504], [-2.27937, -0.12160, -0.08620], [-3.21342, 0.52179, 0.44514], [-2.84174, 1.77097, 0.95294], [-3.82418, 2.58357, 1.48590], [-3.45739, 3.83519, 1.95118], [-2.12839, 4.21739, 1.86138], [-1.20190, 3.33869, 1.32377], [-1.54637, 2.13020, 0.88078], [-3.68399, -4.87250, -1.89854], [-5.42378, -3.19958, -1.35661], [-4.77969, -0.97636, -0.51690], [-0.64157, -2.04855, -0.84524], [-1.29397, -4.29996, -1.63326], [-4.84319, 2.22644, 1.51295], [-4.19704, 4.50297, 2.37044], [-1.79835, 5.18544, 2.20986], [-0.15762, 3.60185, 1.23168], [-2.40663, -2.48433, 2.45023], [-0.91681, -2.15785, 2.33333], [-0.07618, -3.41166, 2.59634], [-0.49346, -1.03182, 3.25343], [-0.77078, -1.15927, 4.60692], [-0.33633, -0.21460, 5.51837], [0.35624, 0.88690, 5.06048], [0.62053, 1.08779, 3.70679], [1.35981, 2.37501, 3.36022], [2.85354, 2.27484, 3.70421], [0.78156, 3.59245, 4.08780], [0.22130, 0.09188, 2.78307], [0.57728, 0.08083, 1.40397], [1.87341, 0.49109, 0.97958], [1.93476, 0.13547, -1.15839], [0.65808, -0.40460, -1.48776], [0.37859, -0.45935, -2.88974], [1.05763, -1.42061, -3.66830], [0.85306, -1.44960, -5.04208], [-0.02880, -0.58493, -5.66334], [-0.71598, 0.33404, -4.89609], [-0.52200, 0.41636, -3.51946], [-1.26591, 1.53386, -2.82157], [-2.77430, 1.50221, -3.05764], [-0.65797, 2.90121, -3.11391], [2.00792, -2.43003, -3.05739], [1.62531, -3.86105, -3.44398], [3.46101, -2.14855, -3.44576], [-2.68931, -3.23841, 1.71224], [-3.03035, -1.60091, 2.29807], [-2.64554, -2.88477, 3.43679], [-0.71029, -1.83651, 1.31675], [-0.21297, -3.77084, 3.61751], [0.98857, -3.21089, 2.45968], [-0.36492, -4.21639, 1.91635], [-1.30723, -2.03150, 4.95882], [-0.53641, -0.33391, 6.57492], [0.69054, 1.62542, 5.77796], [1.26880, 2.55628, 2.28804], [2.97929, 2.18190, 4.78407], [3.38284, 3.17255, 3.37858], [3.33980, 1.40892, 3.25265], [1.01550, 3.56029, 5.15174], [-0.30210, 3.64836, 4.00239], [1.21963, 4.51274, 3.69438], [2.48350, 0.97356, 1.73364], [2.57256, 0.39327, -2.00543], [1.38901, -2.17906, -5.63690], [-0.18153, -0.62791, -6.73324], [-1.40399, 1.01737, -5.37903], [-1.21947, 1.41617, -1.70615], [-3.00009, 1.73723, -4.09776], [-3.27691, 2.24672, -2.43634], [-3.18536, 0.51519, -2.84187], [-0.70359, 3.09814, -4.18561], [0.39148, 2.93235, -2.81713], [-1.20087, 3.69486, -2.59679], [1.93726, -2.35524, -1.97642], [1.78761, -4.05134, -4.50662], [0.57343, -4.05848, -3.23233], [2.23142, -4.57590, -2.88509], [3.59905, -2.21446, -4.52723], [4.12541, -2.87606, -2.97645], [3.78126, -1.15168, -3.13446], [2.58347, -1.88600, 0.25301], [2.67259, -0.47157, 0.05914], [4.09852, 0.02597, 0.02131], [4.48504, 1.29492, -0.14680], [3.65437, 2.49695, -0.35544], [2.32543, 2.55036, -0.41714], [1.55252, 1.35146, -0.26042], [3.12086, -2.17364, 1.06448], [1.61381, -2.12927, 0.43544], [4.86605, -0.73115, 0.13896], [5.55098, 1.48521, -0.14754], [4.19123, 3.42812, -0.48451], [1.78509, 3.46943, -0.60013]],
  "gap_ev": 5.70,
  "homo_ev": -10.10,
  "charge": 1
}

---

# 3
{
  "formula": "C42H52AsAuN6P",
  "method": "ωB97M-V with the def2-TZVPD basis set",
  "species": ["Au", "C", "N", "C", "C", "N", "C", "C", "C", "C", "C", "C", "N", "C", "N", "C", "C", "N", "C", "C", "N", "C", "C", "H", "H", "H", "H", "H", "H", "H", "H", "H", "H", "H", "H", "H", "H", "H", "H", "H", "H", "H", "H", "H", "H", "H", "H", "H", "H", "H", "H", "C", "C", "As", "C", "C", "C", "C", "C", "C", "C", "C", "C", "C", "C", "C", "P", "C", "C", "C", "C", "C", "C", "C", "C", "C", "C", "C", "C", "H", "H", "H", "H", "H", "H", "H", "H", "H", "H", "H", "H", "H", "H", "H", "H", "H", "H", "H", "H", "H", "H", "H", "H"],
  "positions_angstrom": [[0.68201, -0.14276, -1.18354], [4.10481, 0.99790, -2.12125], [4.28298, -0.17408, -1.27678], [5.05737, 0.01031, -0.05869], [3.54920, -1.28445, -1.50907], [2.43426, -1.16592, -2.21338], [2.02708, -2.18358, -3.08897], [2.90912, -3.05709, -3.72779], [2.45109, -4.02385, -4.60780], [1.09212, -4.13946, -4.86364], [0.20996, -3.25195, -4.26941], [0.66566, -2.24685, -3.41944], [-0.21950, -1.32095, -2.82751], [-1.20615, -0.82044, -3.54638], [-2.37812, -0.50174, -2.94843], [-3.17849, 0.63743, -3.36387], [-2.74621, -1.08648, -1.67196], [-1.10452, -0.56889, -4.87918], [0.18063, -0.28202, -5.49198], [-2.19679, -0.82398, -5.80187], [3.99602, -2.44917, -0.97670], [5.40912, -2.77813, -0.88966], [3.08814, -3.54154, -0.68192], [5.03997, 1.55752, -2.13620], [3.30799, 1.64618, -1.74848], [3.85606, 0.68758, -3.13198], [4.87967, 1.01715, 0.31826], [6.13044, -0.10113, -0.22758], [4.73540, -0.70294, 0.69784], [3.97239, -2.96899, -3.53793], [3.15641, -4.68909, -5.08787], [0.72083, -4.91110, -5.52439], [-0.85383, -3.33119, -4.46365], [-2.66930, 1.18886, -4.14907], [-3.32407, 1.30108, -2.50748], [-4.16221, 0.32874, -3.72400], [-2.15287, -1.97673, -1.48339], [-3.80552, -1.35040, -1.69132], [-2.58399, -0.38265, -0.85300], [0.88097, 0.06392, -4.73417], [0.04077, 0.50965, -6.23000], [0.60545, -1.15806, -5.98832], [-3.05808, -1.21311, -5.26603], [-1.88130, -1.56923, -6.53703], [-2.49157, 0.08164, -6.33686], [6.00479, -2.02101, -1.39191], [5.57957, -3.73502, -1.38917], [5.74343, -2.86819, 0.14619], [2.06307, -3.18065, -0.69183], [3.32119, -3.93217, 0.31082], [3.18087, -4.34881, -1.41271], [1.01402, 0.07439, 3.63291], [-0.25987, 0.70783, 4.18877], [-0.71433, 2.46078, 3.37228], [-2.59277, 2.15449, 2.88763], [-3.08725, 2.88966, 1.81320], [-4.40369, 2.74629, 1.39342], [-5.24619, 1.85759, 2.04539], [-4.76948, 1.12702, 3.12569], [-3.45438, 1.27790, 3.54400], [-1.00200, 3.48363, 5.00867], [-0.46326, 4.76385, 5.06678], [-0.63410, 5.55085, 6.19999], [-1.34413, 5.05899, 7.28290], [-1.88495, 3.77957, 7.23370], [-1.71486, 2.99766, 6.10251], [1.15349, -0.63790, 1.93096], [0.88054, 0.84082, 0.85073], [1.94957, 1.78421, 0.86375], [1.82162, 3.01892, 0.29296], [0.63018, 3.37665, -0.36644], [-0.42398, 2.50569, -0.39814], [-0.33757, 1.23098, 0.22654], [-0.35169, -1.64899, 1.67790], [-1.67090, -1.23288, 1.87158], [-2.73142, -2.09974, 1.65730], [-2.49498, -3.40214, 1.23685], [-1.19184, -3.83342, 1.03913], [-0.13265, -2.96454, 1.26469], [1.31062, -0.76179, 4.27542], [1.84737, 0.78331, 3.68732], [-0.10900, 0.90183, 5.25215], [-1.09615, 0.01428, 4.11710], [-2.43609, 3.58918, 1.30044], [-4.77296, 3.33571, 0.56339], [-6.27317, 1.74408, 1.72342], [-5.42560, 0.44509, 3.65203], [-3.11108, 0.69857, 4.39308], [0.09486, 5.15401, 4.22334], [-0.21048, 6.54614, 6.23488], [-1.47783, 5.66908, 8.16654], [-2.44171, 3.39322, 8.07768], [-2.14679, 2.00394, 6.07741], [2.86601, 1.51584, 1.37714], [2.63896, 3.72668, 0.34699], [0.54241, 4.35173, -0.82727], [-1.36010, 2.79289, -0.86103], [-1.25690, 0.70189, 0.42967], [-1.89169, -0.22454, 2.18984], [-3.74415, -1.75116, 1.82070], [-3.32300, -4.07944, 1.07198], [-0.99678, -4.84899, 0.71985], [0.88381, -3.31385, 1.13271]],
  "gap_ev": 8.19,
  "homo_ev": -9.91,
  "charge": 1
}